#A
Density functional theory data (wB97M-V/def2-TZVPD) for a cluster of 2 separate species, C3H9NO3 in total.

Geometry as XYZ:
```
16
Properties=species:S:1:pos:R:3:nbo_charge:R:1
C 1.232 0.008 -0.047 -0.426
N -0.047 -0.217 -0.898 -0.647
C -1.000 0.713 -1.419 -0.299
C -0.269 1.777 -2.378 0.796
O -0.851 1.908 -3.590 -0.720
O 0.714 2.404 -1.978 -0.574
H 1.417 -0.947 0.539 0.205
H 1.373 0.947 0.642 0.199
H 2.147 0.035 -0.691 0.200
H -0.655 -0.931 -0.421 0.362
H -1.596 1.248 -0.712 0.182
H -1.726 0.164 -2.044 0.209
H -0.172 1.815 -4.382 0.514
H -0.188 -3.771 5.998 0.467
H -0.555 -2.292 5.783 0.464
O 0.175 -2.863 5.597 -0.930
```

Computed properties:
SMILES: CNCC(=O)O.O
Gap between HOMO and LUMO: 9.48 eV

#B
Density functional theory data (wB97M-V/def2-TZVPD) for a cluster of 2 separate species, C3H9NO3 in total.

Geometry as XYZ:
```
16
Properties=species:S:1:pos:R:3:nbo_charge:R:1
C 0.487 0.283 -2.016 -0.217
N 0.225 1.253 -0.935 -0.648
C 0.119 0.987 0.394 0.892
O -0.502 2.002 1.133 -0.715
O 0.465 -0.073 1.019 -0.688
C -0.726 -0.567 -2.309 -0.620
H 0.751 0.803 -2.998 0.212
H 1.343 -0.367 -1.741 0.210
H 0.552 2.215 -1.017 0.410
H -0.638 1.726 2.109 0.514
H -0.409 -1.477 -2.911 0.217
H -1.534 -0.176 -2.847 0.212
H -1.229 -0.849 -1.358 0.222
H -0.313 -3.066 3.143 0.459
H 0.336 -2.211 2.044 0.493
O 0.073 -3.127 2.311 -0.952
```

Computed properties:
SMILES: CCNC(=O)O.O
Gap between HOMO and LUMO: 10.80 eV

Which of them is most stable? Easy: #B.

#A
Density functional theory data (wB97M-V/def2-TZVPD) for a cluster of 2 separate species, C3H4N2O3 in total.

Geometry as XYZ:
```
12
Properties=species:S:1:pos:R:3:nbo_charge:R:1
C -1.939 -0.818 0.169 0.560
C 0.402 -0.177 -0.303 0.324
C 2.719 0.319 0.415 0.498
H -2.204 1.448 -0.576 0.470
H -1.504 -1.770 -0.181 0.117
H 0.641 -1.226 -0.754 0.252
H 3.572 1.703 1.373 0.180
N -0.895 0.050 -0.433 -0.195
N 1.281 0.837 0.295 -0.567
O -1.346 1.442 -0.347 -0.515
O -3.063 -0.656 0.525 -0.473
O 3.122 -1.074 -0.250 -0.650
```

Computed properties:
Gap between HOMO and LUMO: 8.21 eV

#B
Density functional theory data (wB97M-V/def2-TZVPD) for a structure of composition C3H4N2O3.

Geometry as XYZ:
```
12
Properties=species:S:1:pos:R:3:nbo_charge:R:1
C -1.611 0.773 0.662 0.357
C -0.284 0.313 0.386 0.227
C 1.779 -0.455 -0.744 0.164
H -2.253 1.185 -0.126 0.189
H 0.415 0.389 1.092 0.183
H 1.312 -2.619 -0.262 0.409
H 2.906 -0.807 -0.426 0.225
N 0.989 -1.413 -0.566 -0.293
N 1.427 0.825 -0.863 -0.262
O -2.095 0.228 1.798 -0.482
O -0.239 -1.079 -0.074 -0.358
O 0.010 1.125 -0.737 -0.360
```

Computed properties:
Gap between HOMO and LUMO: 8.37 eV

Which of them is most stable? Easy: #B.

#A
Density functional theory data (wB97M-V/def2-TZVPD) for a cluster of 2 separate species, C3H8N2 in total.

Geometry as XYZ:
```
13
Properties=species:S:1:pos:R:3:nbo_charge:R:1
C -2.057 0.828 -2.108 -0.057
N -1.058 0.159 -1.701 -0.583
H -2.133 1.220 -3.125 0.149
H -2.847 1.229 -1.463 0.136
H -1.250 0.026 -0.709 0.353
C 0.745 -0.236 2.053 -0.447
C 1.652 -0.746 -0.048 -0.076
N 0.627 -0.354 0.583 -0.401
H 0.153 -1.012 2.540 0.207
H 0.232 0.706 2.254 0.205
H 1.791 -0.245 2.355 0.173
H 1.539 -0.764 -1.125 0.200
H 2.604 -0.812 0.493 0.140
```

Computed properties:
SMILES: C=NC.C=N
Gap between HOMO and LUMO: 10.81 eV

#B
Density functional theory data (wB97M-V/def2-TZVPD) for a cluster of 2 separate species, C3H8N2 in total.

Geometry as XYZ:
```
13
Properties=species:S:1:pos:R:3:nbo_charge:R:1
C 2.726 0.314 -0.120 -0.060
N 3.844 -0.359 -0.064 -0.594
H 1.789 0.013 0.416 0.180
H 2.385 1.057 -0.945 0.139
H 4.357 -0.153 -0.979 0.333
C -2.464 0.999 0.596 -0.446
C -2.139 -1.013 -0.569 -0.086
N -1.615 -0.158 0.280 -0.397
H -2.193 2.022 0.079 0.218
H -2.480 1.147 1.644 0.202
H -3.529 0.699 0.322 0.162
H -1.404 -1.773 -0.993 0.190
H -3.267 -1.190 -0.504 0.160
```

Computed properties:
SMILES: C=NC.C=N
Gap between HOMO and LUMO: 10.49 eV

Which of them is most stable? Easy: #A.

#A
Density functional theory data (wB97M-V/def2-TZVPD) for the molecule C3H8N2.

Geometry as XYZ:
```
13
Properties=species:S:1:pos:R:3:nbo_charge:R:1
C 0.916 1.451 0.252 -0.656
C 0.167 0.186 0.006 0.161
C 0.066 -0.927 0.820 -0.120
N -0.850 -1.949 0.637 -0.840
N -0.633 0.359 -1.180 -0.861
H 1.140 1.595 1.323 0.222
H 0.183 2.243 0.018 0.221
H 1.878 1.493 -0.277 0.222
H 0.623 -0.831 1.731 0.178
H -1.723 -1.516 0.283 0.362
H -0.555 -2.671 0.086 0.361
H -0.366 1.030 -1.977 0.382
H -0.846 -0.464 -1.723 0.369
```

Computed properties:
SMILES: C/C(N)=C/N
Gap between HOMO and LUMO: 8.83 eV

#B
Density functional theory data (wB97M-V/def2-TZVPD) for a cluster of 2 separate species, C3H8N2 in total.

Geometry as XYZ:
```
13
Properties=species:S:1:pos:R:3:nbo_charge:R:1
C -2.098 -0.870 -0.920 -0.050
N -2.297 -0.830 0.328 -0.591
H -2.887 -0.583 -1.611 0.167
H -1.125 -1.176 -1.309 0.147
H -1.514 -1.266 0.815 0.329
C 1.634 -0.142 0.952 -0.458
C 0.829 1.521 -0.472 -0.065
N 1.839 0.881 -0.080 -0.387
H 2.618 -0.452 1.292 0.209
H 1.005 0.202 1.772 0.195
H 1.192 -1.031 0.484 0.190
H 1.008 2.389 -1.104 0.171
H -0.205 1.358 -0.147 0.145
```

Computed properties:
SMILES: C=NC.C=N
Gap between HOMO and LUMO: 10.76 eV

Which of them is most stable? Easy: #A.

#A
Density functional theory data (wB97M-V/def2-TZVPD) for a cluster of 2 separate species, C3H8N2 in total.

Geometry as XYZ:
```
13
Properties=species:S:1:pos:R:3:nbo_charge:R:1
C -2.644 -1.068 -1.738 -0.053
N -1.550 -0.451 -1.653 -0.591
H -3.523 -0.622 -2.194 0.163
H -2.927 -1.792 -0.957 0.136
H -0.942 -0.794 -0.894 0.345
C 1.612 0.771 1.938 -0.443
C 1.070 0.349 -0.352 -0.060
N 0.790 0.136 0.871 -0.433
H 1.854 -0.042 2.676 0.218
H 2.544 1.157 1.464 0.181
H 1.039 1.588 2.384 0.203
H 1.173 -0.559 -0.960 0.192
H 1.503 1.327 -0.583 0.141
```

Computed properties:
SMILES: C=NC.C=N
Gap between HOMO and LUMO: 9.80 eV

#B
Density functional theory data (wB97M-V/def2-TZVPD) for a cluster of 2 separate species, C3H8N2 in total.

Geometry as XYZ:
```
13
Properties=species:S:1:pos:R:3:nbo_charge:R:1
C 2.116 -1.460 0.032 -0.395
C 1.980 -0.186 0.432 -0.373
H 1.228 -2.078 -0.055 0.190
H 3.091 -1.911 0.114 0.195
H 1.210 0.537 0.234 0.198
H 2.908 0.210 0.841 0.183
N -1.748 -0.307 0.067 -0.823
C -1.562 0.941 -0.431 0.267
N -2.290 1.890 0.012 -0.713
H -2.565 -0.305 0.648 0.387
H -1.662 -1.205 -0.383 0.394
H -0.726 1.117 -1.104 0.153
H -1.980 2.758 -0.406 0.337
```

Computed properties:
SMILES: [H]/N=C/N.C=C
Gap between HOMO and LUMO: 10.43 eV

#C
Density functional theory data (wB97M-V/def2-TZVPD) for the molecule C3H8N2.

Geometry as XYZ:
```
13
Properties=species:S:1:pos:R:3:nbo_charge:R:1
C -1.917 -0.318 -0.219 -0.602
C -0.887 0.751 0.167 -0.452
C 0.468 0.080 0.265 0.058
H -2.942 0.026 -0.320 0.217
H -1.809 -1.125 0.531 0.201
H -1.645 -0.762 -1.191 0.204
H -0.791 1.682 -0.454 0.228
H -1.204 1.077 1.164 0.210
H 0.462 -0.884 0.869 0.146
H 2.585 -1.138 0.059 0.337
H 3.425 0.116 -0.668 0.358
N 1.528 0.603 -0.271 -0.243
N 2.730 -0.108 0.068 -0.662
```

Computed properties:
SMILES: CC/C=N/N
Gap between HOMO and LUMO: 10.14 eV

Which of them is most stable? Easy: #C.

#A
Density functional theory data (wB97M-V/def2-TZVPD) for the molecule C6H9NO2.

Geometry as XYZ:
```
18
Properties=species:S:1:pos:R:3:nbo_charge:R:1
N 1.572 0.959 0.146 -0.830
C 1.833 -0.287 -0.289 0.659
C 0.808 -1.359 -0.101 -0.316
C -0.148 -1.385 1.074 -0.399
C -0.690 -1.199 -0.301 -0.245
C -1.362 0.072 -0.723 0.048
C -2.754 0.329 -0.346 -0.102
O -1.687 1.034 0.275 -0.503
H 1.207 -2.322 -0.420 0.244
H -0.295 -2.341 1.575 0.228
H -0.152 -0.515 1.732 0.221
H -1.156 -2.070 -0.768 0.231
H -0.994 0.515 -1.654 0.197
H -3.390 0.932 -0.998 0.188
H -3.264 -0.394 0.296 0.185
O 2.830 -0.499 -0.989 -0.624
H 0.817 1.160 0.791 0.404
H 2.091 1.697 -0.341 0.415
```

Computed properties:
SMILES: NC(=O)[C@H]1C[C@H]1[C@H]1CO1
Gap between HOMO and LUMO: 10.52 eV

#B
Density functional theory data (wB97M-V/def2-TZVPD) for a cluster of 2 separate species, C6H9NO2 in total.

Geometry as XYZ:
```
18
Properties=species:S:1:pos:R:3:nbo_charge:R:1
C -1.227 -0.156 -0.488 -0.133
C -0.205 -0.783 0.447 -0.341
C 0.953 0.312 0.731 -0.393
C 0.177 1.585 0.357 -0.168
C -0.866 1.326 -0.378 -0.188
C 2.214 0.007 -0.080 0.792
H -3.100 -0.093 -0.636 0.330
H -2.774 -1.290 -0.449 0.336
H -0.749 -0.621 -1.536 0.162
H -0.914 -1.291 1.663 0.184
H 0.082 -1.863 0.032 0.232
H 1.228 0.276 1.823 0.253
H 0.576 2.577 0.517 0.226
H -1.649 2.158 -0.526 0.217
H 3.515 -1.210 -0.623 0.498
N -2.566 -0.518 -0.126 -0.753
O 2.455 -1.313 -0.204 -0.668
O 2.848 0.899 -0.526 -0.586
```

Computed properties:
Gap between HOMO and LUMO: 10.04 eV

Which of them is most stable? Easy: #A.

#A
Density functional theory data (wB97M-V/def2-TZVPD) for the molecule C3H7NOS.

Geometry as XYZ:
```
13
Properties=species:S:1:pos:R:3:nbo_charge:R:1
C 0.875 1.098 -0.346 -0.608
C -0.330 0.321 -0.589 0.005
C -0.014 -1.104 -0.249 0.125
H 1.702 0.773 -0.889 0.240
H 1.045 1.034 0.692 0.208
H 0.654 2.209 -0.598 0.222
H -0.681 0.361 -1.648 0.207
H -2.240 0.311 0.250 0.488
H 0.162 -2.004 1.658 0.412
H -0.379 -0.345 1.559 0.410
N -0.098 -1.192 1.098 -0.780
O -1.377 0.806 0.315 -0.749
S 0.679 -2.268 -1.254 -0.179
```

Computed properties:
SMILES: C[C@H](O)C(N)=S
Gap between HOMO and LUMO: 8.99 eV

#B
Density functional theory data (wB97M-V/def2-TZVPD) for the molecule C3H7NOS.

Geometry as XYZ:
```
13
Properties=species:S:1:pos:R:3:nbo_charge:R:1
C -0.546 0.380 -0.377 -0.521
C 0.629 0.739 0.560 -0.520
S 2.188 1.082 -0.294 -0.034
C -1.342 -0.785 0.136 0.673
N -1.286 -1.923 -0.615 -0.828
O -1.976 -0.749 1.169 -0.601
H -0.100 0.193 -1.348 0.214
H -1.162 1.256 -0.566 0.235
H 0.779 0.003 1.355 0.238
H 0.390 1.648 1.116 0.231
H 1.948 2.366 -0.563 0.120
H -1.369 -2.794 -0.117 0.400
H -0.848 -1.997 -1.516 0.392
```

Computed properties:
SMILES: NC(=O)CCS
Gap between HOMO and LUMO: 10.11 eV

#C
Density functional theory data (wB97M-V/def2-TZVPD) for a structure of composition C3H7NOS.

Geometry as XYZ:
```
13
Properties=species:S:1:pos:R:3:nbo_charge:R:1
C 1.887 -0.240 -1.163 -0.671
C 0.604 -0.506 -0.201 -0.580
C -2.204 0.783 0.128 -0.047
H 2.685 -1.051 -0.490 0.231
H 1.909 -0.595 -2.479 0.245
H 2.427 1.115 -1.215 0.245
H 0.173 -1.485 0.240 0.261
H 0.765 0.124 0.714 0.250
H -3.007 1.225 -0.478 0.234
H -1.244 -0.022 2.847 0.499
N -2.095 0.637 1.331 -0.189
O -1.019 -0.163 1.805 -0.582
S -0.881 0.178 -1.040 0.103
```

Computed properties:
Gap between HOMO and LUMO: 9.24 eV

Which of them is most stable? Easy: #B.

#A
Density functional theory data (wB97M-V/def2-TZVPD) for the molecule C4H4O3.

Geometry as XYZ:
```
11
Properties=species:S:1:pos:R:3:nbo_charge:R:1
C 0.031 -0.446 1.339 -0.239
C -0.002 -0.658 -0.048 0.103
C -1.280 0.437 -0.555 0.470
C 1.254 0.432 -0.615 0.470
O -0.019 -1.721 -0.704 -0.727
O -1.400 1.589 -0.370 -0.437
O 1.387 1.584 -0.436 -0.437
H -1.921 -0.244 -1.142 0.185
H 1.864 -0.251 -1.231 0.185
H 0.046 -1.284 2.028 0.215
H 0.042 0.562 1.732 0.212
```

Computed properties:
Gap between HOMO and LUMO (alpha / beta): 7.38 / 7.38 eV

#B
Density functional theory data (wB97M-V/def2-TZVPD) for the molecule C4H4O3.

Geometry as XYZ:
```
11
Properties=species:S:1:pos:R:3:nbo_charge:R:1
C -0.219 -1.508 0.093 -0.717
C 0.244 -0.304 -0.692 0.560
O 0.355 -0.251 -1.885 -0.567
C 0.997 0.973 0.288 0.461
O 2.059 1.311 0.713 -0.461
C -0.486 1.740 0.281 0.292
O -1.218 0.931 -0.252 -0.453
H 0.642 -2.180 0.080 0.243
H -1.069 -2.030 -0.366 0.246
H -0.468 -1.254 1.127 0.219
H -1.039 2.636 0.623 0.177
```

Computed properties:
SMILES: CC(=O)C(=O)C=O
Gap between HOMO and LUMO: 8.25 eV

Which of them is most stable? Easy: #B.